# 1
{"formula": "C43H105N3O19", "method": "the ωB97M-V functional and the def2-TZVPD basis", "lumo_energy_ha": -0.001, "charge": 0, "homo_lumo_gap_ha": 0.2907, "total_energy_ha": -3294.6033, "e_above_lowest_kcal_mol": 202.6, "smiles": "CC1(C)CCCC(C)(C)N1O.CC1(C)CCCC(C)(C)N1O.CC1(C)CCCC(C)(C)N1O.OCCO.OCCO.OCCO.OCCO.OCCO.OCCO.OCCO.OCCO", "species": ["C", "C", "O", "O", "H", "H", "H", "H", "H", "H", "C", "C", "O", "O", "H", "H", "H", "H", "H", "H", "C", "C", "O", "O", "H", "H", "H", "H", "H", "H", "C", "C", "O", "O", "H", "H", "H", "H", "H", "H", "C", "C", "O", "O", "H", "H", "H", "H", "H", "H", "C", "C", "O", "O", "H", "H", "H", "H", "H", "H", "C", "C", "O", "O", "H", "H", "H", "H", "H", "H", "C", "C", "O", "O", "H", "H", "H", "H", "H", "H", "C", "C", "C", "C", "C", "C", "N", "O", "C", "C", "C", "H", "H", "H", "H", "H", "H", "H", "H", "H", "H", "H", "H", "H", "H", "H", "H", "H", "H", "H", "C", "C", "C", "C", "C", "C", "N", "O", "C", "C", "C", "H", "H", "H", "H", "H", "H", "H", "H", "H", "H", "H", "H", "H", "H", "H", "H", "H", "H", "H", "C", "C", "C", "C", "C", "C", "N", "O", "C", "C", "C", "H", "H", "H", "H", "H", "H", "H", "H", "H", "H", "H", "H", "H", "H", "H", "H", "H", "H", "H"], "coordinates": [[-11.8709, -14.2125, -7.7574], [-10.8526, -15.4218, -7.8987], [-10.0017, -15.6026, -6.7550], [-13.0565, -14.5061, -7.0931], [-12.1580, -13.8057, -8.7271], [-11.3765, -13.3421, -7.3261], [-10.4032, -15.1510, -8.8542], [-11.3365, -16.3804, -8.0860], [-10.5401, -15.6761, -5.9637], [-13.7684, -13.8708, -7.1988], [-17.0939, -10.3071, -4.3735], [-17.6398, -10.2603, -5.7499], [-16.6181, -10.1275, -6.7697], [-18.0658, -9.9383, -3.3961], [-16.3311, -9.5321, -4.2973], [-16.5240, -11.2139, -4.1709], [-18.2553, -9.3718, -5.8908], [-18.3226, -11.1078, -5.8090], [-16.3080, -9.2190, -6.7664], [-18.7379, -9.4685, -3.8953], [-17.2105, -23.5079, -9.4394], [-18.0768, -22.2627, -9.0601], [-17.3213, -21.3199, -8.4517], [-16.4798, -24.0714, -8.4385], [-16.7196, -23.3098, -10.3921], [-17.8489, -24.3387, -9.7402], [-18.8991, -22.5927, -8.4252], [-18.5086, -21.8578, -9.9754], [-17.8874, -20.6620, -8.0415], [-15.9395, -23.3931, -8.0266], [-22.9392, -11.9841, -0.0603], [-21.9092, -11.3915, 0.8982], [-20.6315, -12.0806, 0.8195], [-23.0938, -13.3238, 0.1452], [-22.4943, -11.8509, -1.0464], [-23.9440, -11.5621, -0.0766], [-22.1700, -11.3519, 1.9558], [-21.7331, -10.3436, 0.6554], [-20.1689, -11.5911, 0.1353], [-22.2221, -13.7199, 0.0763], [-20.3724, -21.4422, 1.6187], [-20.2565, -20.1072, 2.5527], [-21.2213, -19.1787, 2.0656], [-21.7153, -21.8724, 1.8179], [-19.8592, -22.2463, 2.1460], [-20.2577, -21.3174, 0.5420], [-19.2509, -19.7301, 2.3668], [-20.2032, -20.2929, 3.6254], [-20.9861, -18.4187, 2.6028], [-22.1926, -21.0448, 1.9127], [-18.7626, -17.7424, -2.6559], [-18.7186, -17.1827, -4.0331], [-19.6692, -17.8707, -4.8753], [-18.3249, -16.7401, -1.7168], [-18.0580, -18.5610, -2.5093], [-19.8065, -17.8984, -2.3837], [-17.6923, -17.2311, -4.3972], [-18.9933, -16.1483, -3.8268], [-20.5029, -17.9647, -4.4088], [-18.9902, -16.7619, -1.0251], [-24.8048, -21.9047, -5.7153], [-24.0442, -21.3614, -4.4897], [-24.5270, -20.0155, -4.3860], [-26.1910, -21.9007, -5.5981], [-24.4532, -22.9077, -5.9571], [-24.7581, -21.2679, -6.5987], [-22.9691, -21.4230, -4.6587], [-24.3050, -21.8975, -3.5772], [-25.3893, -19.8623, -3.9927], [-26.5077, -21.2115, -5.0097], [-17.9957, -14.2243, 6.5582], [-19.4197, -13.8808, 6.1289], [-19.6756, -14.6003, 4.9435], [-17.0300, -13.8882, 5.5493], [-17.7109, -15.2685, 6.6876], [-17.7174, -13.5770, 7.3898], [-19.5430, -12.8382, 5.8358], [-20.1497, -14.1609, 6.8884], [-19.0678, -14.3040, 4.2621], [-16.3376, -14.5208, 5.7543], [-25.7074, -17.2188, -11.2623], [-26.9116, -16.4192, -10.7547], [-26.8715, -14.9768, -11.2706], [-28.1899, -14.0960, -11.2707], [-29.2757, -14.8511, -12.0942], [-29.4582, -16.3048, -11.6230], [-28.1748, -17.0301, -11.5150], [-28.3222, -18.3968, -11.1920], [-30.3218, -16.2957, -10.2725], [-30.3562, -16.8970, -12.7393], [-26.9918, -16.4217, -9.2696], [-25.9039, -18.2868, -11.3564], [-24.8531, -17.1672, -10.5873], [-25.4040, -16.9269, -12.2678], [-26.2724, -14.4572, -10.5229], [-26.1765, -14.6659, -12.0506], [-28.0511, -13.1987, -11.8738], [-28.7214, -14.1007, -10.3190], [-28.9586, -14.7940, -13.1355], [-30.1868, -14.2542, -12.0541], [-31.2264, -15.7695, -10.5774], [-30.6294, -17.3004, -9.9827], [-29.8289, -15.8466, -9.4103], [-31.1560, -16.1700, -12.8805], [-29.7481, -17.1114, -13.6181], [-30.9190, -17.8067, -12.5299], [-26.0188, -16.5037, -8.7852], [-27.5620, -17.2131, -8.7832], [-27.3449, -15.5270, -8.7569], [-28.3315, -18.2914, -10.2379], [-11.1015, -17.5868, 2.2069], [-11.3250, -18.7800, 3.2541], [-10.1897, -19.8337, 3.0383], [-9.9722, -20.8394, 4.0356], [-9.7403, -20.1230, 5.4278], [-10.7670, -19.0279, 5.7996], [-10.9950, -18.2022, 4.6269], [-11.5836, -16.9621, 4.9071], [-12.0931, -19.6404, 6.3724], [-10.1025, -18.1501, 6.9240], [-12.6967, -19.4029, 3.1695], [-11.2391, -18.1772, 1.3011], [-10.1988, -16.9760, 2.2170], [-11.9494, -16.9031, 2.1653], [-10.4357, -20.3766, 2.1257], [-9.2373, -19.3502, 2.8208], [-8.9681, -21.2316, 3.8743], [-10.6837, -21.6651, 4.0439], [-8.7184, -19.7525, 5.3474], [-9.8005, -20.8765, 6.2131], [-12.1622, -19.5158, 7.4530], [-12.9871, -19.1238, 6.0230], [-12.1360, -20.7030, 6.1333], [-9.8554, -18.6940, 7.8357], [-9.2063, -17.6776, 6.5221], [-10.8100, -17.3494, 7.1398], [-13.0495, -19.2331, 2.1523], [-13.3761, -18.8507, 3.8188], [-12.8683, -20.4452, 3.4386], [-10.8032, -16.4542, 5.1407], [-18.0671, -19.0639, -14.8381], [-17.7446, -17.5447, -14.9020], [-19.0670, -16.8657, -15.4256], [-19.1230, -15.3402, -15.3470], [-18.9806, -15.1089, -13.8241], [-17.6588, -15.6775, -13.1456], [-17.3286, -17.0902, -13.5827], [-16.2284, -17.7604, -12.9404], [-16.4867, -14.6882, -13.4934], [-17.9522, -15.7612, -11.5715], [-16.5949, -17.5346, -15.9574], [-17.1885, -19.7038, -14.7563], [-18.6313, -19.2953, -15.7416], [-18.7170, -19.3289, -14.0041], [-19.1661, -17.1421, -16.4753], [-19.9290, -17.4077, -15.0366], [-20.0761, -14.9450, -15.6984], [-18.3246, -14.9139, -15.9544], [-19.7953, -15.5859, -13.2794], [-19.0140, -14.0221, -13.7482], [-15.5942, -15.0885, -13.0124], [-16.1575, -14.6726, -14.5324], [-16.4659, -13.6351, -13.2132], [-18.1816, -14.8415, -11.0332], [-18.7055, -16.5216, -11.3657], [-17.1341, -16.2160, -11.0130], [-16.1145, -16.5570, -15.9165], [-16.9668, -17.6715, -16.9728], [-15.9426, -18.3498, -15.6443], [-16.6952, -17.9302, -12.1189]]}

***

# 2
{"formula": "C5H14", "method": "the ωB97M-V functional and the def2-TZVPD basis", "spin_multiplicity": 2, "lumo_energy_ha": [0.153, 0.156], "charge": -1, "homo_lumo_gap_ha": [0.0984, 0.4265], "total_energy_ha": -198.8084, "e_above_lowest_kcal_mol": 15.2, "species": ["C", "C", "H", "H", "H", "H", "H", "H", "C", "C", "C", "H", "H", "H", "H", "H", "H", "H", "H"], "coordinates": [[1.2519, -1.1510, 2.9227], [-0.1815, -1.4632, 2.5792], [1.4796, -0.3826, 3.6935], [1.8482, -2.0262, 3.1561], [1.8083, -0.8367, 2.0222], [-0.1626, -2.4045, 2.0014], [-0.8637, -1.7162, 3.4003], [-0.5226, -0.6014, 1.9742], [-0.3878, 0.5153, -2.3130], [-0.9351, 1.8519, -2.8952], [0.1859, 0.4876, -0.8912], [-1.3450, -0.0207, -2.1624], [0.1832, -0.0459, -3.0327], [-0.1341, 2.3694, -3.4743], [-0.6633, 0.8542, -0.2327], [0.4381, -0.5557, -0.5851], [1.0204, 1.1319, -0.5869], [-1.7628, 1.4786, -3.4968], [-1.2571, 2.5154, -2.0795]]}

***

# 3
{"formula": "C5H26O9S", "method": "the ωB97M-V functional and the def2-TZVPD basis", "spin_multiplicity": 2, "lumo_energy_ha": [0.092, 0.092], "charge": -1, "homo_lumo_gap_ha": [0.1041, 0.2399], "total_energy_ha": -1281.3796, "species": ["O", "C", "C", "C", "C", "S", "C", "H", "H", "H", "H", "H", "H", "H", "H", "H", "H", "H", "H", "O", "H", "H", "O", "H", "H", "O", "H", "H", "O", "H", "H", "O", "H", "H", "O", "H", "H", "O", "H", "H", "O"], "coordinates": [[-1.3362, -2.4262, 0.2687], [-2.0567, -1.4193, 0.3791], [-3.3516, -1.1207, -0.3290], [-3.1094, -0.0396, -1.4184], [-3.1452, 1.4031, -0.8973], [-2.2166, 2.5059, -2.0212], [-0.7515, 2.7772, -1.0281], [-2.0861, -0.8414, 1.3816], [-4.2188, -0.7470, 0.2859], [-3.6880, -2.0436, -0.8267], [-2.0420, -0.1706, -1.7093], [-3.5134, -0.0997, -2.4067], [-4.1445, 1.8487, -0.9698], [-2.9265, 1.3308, 0.1651], [0.1981, 3.0802, -1.4989], [-0.8163, 3.7036, -0.4004], [-0.4926, 2.0180, -0.2973], [2.6166, 2.0474, 0.1932], [3.6302, 2.0624, 1.3807], [2.6963, 1.9402, 1.1836], [2.4968, 1.4041, -1.5939], [3.8064, 1.2921, -1.0136], [3.2499, 1.9881, -1.3899], [2.0286, -2.9895, -0.0882], [1.2997, -3.5498, -1.2446], [2.1651, -3.1349, -1.0739], [1.3937, -1.9875, 1.5178], [0.3728, -3.1846, 1.5373], [1.3110, -2.9491, 1.3829], [-0.6550, -2.8957, -3.0151], [-1.4332, -2.4754, -1.8335], [-0.6869, -2.1587, -2.3712], [4.3783, -0.8792, -1.7844], [2.8855, -1.1841, -1.6271], [3.5168, -0.4490, -1.7131], [2.2283, 1.4424, 2.7680], [2.2355, 1.7781, 4.2718], [1.9002, 1.1295, 3.6433], [0.1001, 1.3173, 3.8804], [-1.0005, 0.6306, 4.5861], [-0.8389, 1.0457, 3.7262]]}

***

# 4
{"formula": "C28H32N6O3", "method": "the ωB97M-V functional and the def2-TZVPD basis", "lumo_energy_ha": 0.027, "charge": 0, "homo_lumo_gap_ha": 0.3075, "total_energy_ha": -1640.4463, "e_above_lowest_kcal_mol": 28.2, "smiles": "COc1ccc(-c2cc3nc(C)c(CCC(=O)N4CCN(c5ccccn5)CC4)c(C)n3n2)c(OC)c1", "species": ["C", "H", "O", "C", "C", "C", "C", "C", "C", "H", "O", "C", "H", "H", "H", "C", "N", "N", "C", "C", "C", "N", "C", "C", "H", "C", "H", "H", "H", "C", "H", "H", "C", "C", "O", "N", "C", "H", "C", "N", "C", "N", "C", "C", "C", "C", "H", "H", "H", "H", "C", "H", "C", "H", "H", "H", "H", "H", "H", "H", "H", "C", "H", "H", "H", "H", "H", "H", "H"], "coordinates": [[-7.8899, -1.4148, -0.7946], [-8.2582, -0.5109, -0.2976], [-6.8031, -1.1346, -1.6409], [-5.6666, -0.6099, -1.1044], [-4.6345, -0.3394, -2.0016], [-3.4556, 0.1956, -1.5398], [-3.2497, 0.4778, -0.1890], [-4.2932, 0.2025, 0.7128], [-5.4883, -0.3365, 0.2462], [-6.2842, -0.5422, 0.9420], [-4.0809, 0.4970, 2.0242], [-5.1148, 0.2945, 2.9544], [-5.3912, -0.7625, 3.0309], [-4.7151, 0.6277, 3.9114], [-6.0019, 0.8886, 2.7108], [-1.9819, 1.0636, 0.2130], [-1.1514, 1.5320, -0.7339], [-0.0938, 2.0044, -0.0962], [0.9979, 2.5766, -0.6556], [2.0107, 2.9691, 0.1941], [1.8230, 2.8071, 1.5970], [0.7468, 2.2683, 2.1109], [-0.2104, 1.8490, 1.2871], [-1.4357, 1.2375, 1.4924], [-1.8580, 0.9563, 2.4302], [2.8325, 3.2945, 2.5900], [3.8157, 2.8633, 2.4174], [2.9237, 4.3785, 2.5320], [2.4939, 3.0245, 3.5859], [3.2870, 3.5460, -0.3526], [3.6449, 4.3473, 0.2957], [3.1060, 3.9651, -1.3421], [4.3962, 2.4826, -0.4809], [3.9333, 1.3755, -1.4092], [3.9308, 1.5639, -2.6164], [3.4736, 0.2139, -0.8881], [3.5057, -0.2321, 0.4891], [4.2898, -0.9929, 0.6014], [2.1633, -0.8623, 0.8880], [1.7806, -1.9060, -0.0352], [2.2215, -3.1827, 0.2119], [2.8317, -3.3792, 1.3842], [3.2171, -4.5984, 1.7147], [3.0409, -5.7064, 0.9088], [2.4033, -5.5130, -0.3118], [1.9856, -4.2509, -0.6714], [1.4754, -4.1014, -1.6088], [2.2321, -6.3473, -0.9773], [3.3821, -6.6814, 1.2167], [3.7020, -4.6757, 2.6801], [1.6779, -1.3760, -1.3757], [0.9339, -0.5735, -1.3673], [3.0401, -0.8241, -1.8079], [3.7738, -1.6410, -1.8060], [2.9940, -0.3866, -2.8061], [1.3485, -2.1385, -2.0780], [1.3762, -0.1055, 0.8863], [2.2500, -1.2934, 1.8842], [3.7124, 0.5926, 1.1655], [4.7044, 2.1149, 0.4941], [5.2594, 2.9495, -0.9590], [0.9632, 2.7615, -2.1360], [0.0797, 2.2631, -2.5261], [0.8993, 3.8229, -2.3755], [1.8513, 2.3604, -2.6165], [-2.6524, 0.4167, -2.2237], [-4.7860, -0.5549, -3.0465], [-8.6719, -1.8108, -1.4407], [-7.6321, -2.1661, -0.0406]]}

***

# 5
{"formula": "C20H45N2OP3RhS", "method": "the ωB97M-V functional and the def2-TZVPD basis", "spin_multiplicity": 5, "lumo_energy_ha": [-0.318, -0.473], "charge": 3, "homo_lumo_gap_ha": [0.2534, 0.1051], "total_energy_ha": -2505.4823, "e_above_lowest_kcal_mol": 28.3, "species": ["Rh", "P", "P", "P", "H", "C", "C", "H", "C", "C", "C", "C", "C", "C", "C", "C", "C", "H", "H", "H", "H", "H", "H", "H", "H", "H", "H", "H", "H", "H", "H", "H", "H", "H", "H", "H", "H", "H", "H", "H", "H", "H", "H", "H", "H", "H", "C", "C", "C", "C", "C", "C", "O", "H", "H", "H", "H", "H", "H", "C", "N", "C", "S", "N", "C", "H", "H", "H", "H", "H", "H", "H", "H"], "coordinates": [[0.5423, 0.3838, -0.3105], [2.1252, -0.7544, 0.9729], [1.5814, 2.3464, -0.0272], [-0.8188, -1.7694, -0.0606], [1.8510, 1.9832, -2.7871], [0.9816, 1.4021, -3.1147], [-0.0989, 2.1252, -3.5572], [-0.3888, 3.1186, -3.2389], [3.2516, -1.6008, -0.1884], [3.3075, 0.1993, 2.0114], [1.7126, -2.0879, 2.1754], [0.5542, 3.5628, -0.9066], [1.8821, 3.1187, 1.6101], [3.2586, 2.1339, -0.7447], [-2.5059, -1.6923, -0.7594], [-1.3360, -2.5914, 1.5160], [-0.0151, -3.1491, -0.9483], [1.1313, 0.4650, -3.6693], [-0.7652, 1.7323, -4.3355], [4.0408, -2.0949, 0.3952], [3.6970, -0.8620, -0.8649], [2.6977, -2.3450, -0.7723], [3.6960, -0.4512, 2.8088], [2.8149, 1.0434, 2.5090], [4.1455, 0.5581, 1.3993], [1.5536, -3.0433, 1.6599], [0.8295, -1.8218, 2.7701], [2.5584, -2.2138, 2.8653], [0.3972, 4.4299, -0.2565], [-0.4230, 3.1149, -1.1295], [1.0157, 3.9190, -1.8390], [2.8400, 2.7846, 2.0265], [1.0687, 2.8956, 2.3130], [1.9441, 4.2072, 1.4883], [3.5623, 3.0249, -1.3060], [3.2757, 1.2637, -1.4133], [3.9777, 1.9674, 0.0645], [-3.1423, -2.4164, -0.2316], [-2.4954, -1.9604, -1.8231], [-2.9352, -0.6926, -0.6106], [-2.2121, -3.2169, 1.2874], [-1.6382, -1.8565, 2.2782], [-0.5624, -3.2537, 1.9173], [-0.7933, -3.8655, -1.2562], [0.7038, -3.6696, -0.2962], [0.5067, -2.7879, -1.8457], [-2.9142, 0.3064, -3.5801], [-1.6424, 0.0104, -3.0889], [-0.8615, -0.9848, -3.6704], [-1.3936, -1.7490, -4.7040], [-2.6951, -1.4870, -5.1827], [-3.4757, -0.4732, -4.6152], [-3.4424, 1.4981, -3.1307], [-4.2557, 1.6719, -3.5900], [-1.2559, 0.6936, -2.3201], [0.1271, -1.1401, -3.2758], [-0.7895, -2.5772, -5.0415], [-3.1612, -2.1370, -5.9263], [-4.5015, -0.2755, -4.9353], [0.1577, -0.1057, 4.8556], [-0.0040, 0.5651, 3.5764], [-1.1143, 0.5636, 2.8315], [-1.1466, 1.0979, 1.1535], [-2.3044, 0.1979, 3.3882], [-2.6878, 0.5578, 4.7680], [-0.1002, 0.5711, 5.6801], [1.2066, -0.3960, 4.9659], [-0.4794, -1.0001, 4.8994], [0.8345, 0.8942, 3.0984], [-3.0805, 0.1681, 2.7221], [-3.7472, 0.8440, 4.7859], [-2.5535, -0.3067, 5.4326], [-2.0933, 1.4088, 5.1277]]}